# C51H53CrN10O

A molecular structure, C51H53CrN10O in a non-equilibrium geometry (ωB97M-V with the def2-TZVPD basis set, the Open Molecules 2025 dataset).

```
116
Properties=species:S:1:pos:R:3:forces:R:3
Cr -5.19354 -18.85826 -13.16338 0.506 -1.395 0.524
C -3.67448 -21.89552 -12.08120 0.720 1.035 0.193
O -4.16449 -20.64299 -12.40966 -0.959 0.870 -0.181
H -3.80577 -22.17287 -11.02039 -0.284 0.004 -0.003
H -4.07436 -22.72808 -12.68185 0.069 0.031 -0.124
H -2.57736 -21.80809 -12.19243 0.088 -0.838 -0.154
N -4.89250 -26.29594 -14.48053 -0.043 -0.356 0.250
C -5.68025 -26.72990 -15.47047 0.102 0.598 0.519
C -6.12777 -25.88046 -16.45964 -0.004 -0.310 -0.326
C -5.63255 -24.58463 -16.50642 -0.304 0.213 -0.098
C -4.89875 -24.09378 -15.44026 0.438 -0.776 -0.088
C -4.55709 -25.01389 -14.43922 -0.134 0.204 -0.399
H -5.96351 -27.77405 -15.45929 0.018 -0.040 0.071
H -6.82073 -26.27466 -17.19218 0.193 0.159 -0.237
H -5.80559 -23.98094 -17.38905 -0.229 0.154 0.140
H -4.49476 -23.09094 -15.46057 -0.058 0.066 0.185
H -3.95549 -24.72619 -13.58618 0.051 0.150 -0.032
N -4.01674 -18.95439 -15.02932 0.016 0.317 -0.874
C -3.91314 -17.90362 -15.90294 -0.521 -0.898 2.041
C -3.30273 -17.98878 -17.12031 -0.069 0.262 -1.565
C -2.72547 -19.19172 -17.52869 0.816 -0.383 2.076
C -2.64203 -20.17658 -16.54568 -0.958 -0.280 -1.300
C -3.40521 -20.08495 -15.38808 0.835 0.006 0.480
H -4.34507 -17.03546 -15.42211 0.045 0.514 -0.855
H -3.32052 -17.15501 -17.81093 0.004 0.160 0.222
H -2.13232 -19.42620 -18.40076 -0.401 0.748 -0.491
H -2.11382 -21.06997 -16.84885 -0.062 -0.222 0.553
H -3.40996 -20.88306 -14.65385 -0.259 0.027 0.053
N 1.57332 -23.32781 -15.89199 -0.855 0.425 0.737
C 1.27200 -24.45944 -15.24184 0.419 0.857 -0.910
C 0.15590 -24.61125 -14.42646 0.151 -0.517 0.275
C -0.77961 -23.59733 -14.37102 0.041 0.187 -0.808
C -0.49290 -22.42501 -15.07167 0.187 0.353 1.301
C 0.72657 -22.29016 -15.69379 0.612 -0.934 -1.211
H 1.96749 -25.24518 -15.50935 -0.124 -0.368 0.619
H 0.08843 -25.51427 -13.83306 -0.364 -0.078 -0.153
H -1.76174 -23.68619 -13.92458 0.226 -0.195 0.493
H -1.10599 -21.55180 -14.89397 -0.165 -0.038 -0.339
H 1.01745 -21.39319 -16.22643 -0.077 0.251 0.236
N -3.76065 -17.43688 -12.30388 2.314 0.716 -0.601
C -3.63594 -16.10025 -12.50587 -1.970 -0.384 -0.293
C -2.64679 -15.25450 -12.03658 0.323 -0.562 -0.159
C -1.54220 -15.84401 -11.43473 -0.863 -0.416 0.583
C -1.58939 -17.23068 -11.26801 0.798 0.943 0.035
C -2.64329 -17.96281 -11.74871 -0.440 -0.965 0.162
H -4.47314 -15.73721 -13.09498 0.035 0.564 0.291
H -2.74822 -14.18473 -12.13755 0.041 -0.006 -0.258
H -0.74066 -15.25317 -11.01506 0.085 -0.013 -0.103
H -0.78295 -17.72630 -10.74519 0.014 -0.167 -0.175
H -2.56645 -19.04543 -11.70380 -0.540 -0.014 0.092
N -1.67772 -25.38658 -9.27706 0.101 -0.694 0.345
C -0.89311 -26.35495 -9.80134 -0.516 1.217 0.182
C -1.15252 -26.99009 -11.01394 -0.055 0.467 0.732
C -2.32584 -26.62904 -11.68736 1.061 0.126 -0.195
C -3.14493 -25.68450 -11.10977 -1.018 0.140 0.354
C -2.82389 -25.11689 -9.88015 0.312 -0.735 -0.307
H -0.03984 -26.52457 -9.15934 0.332 -0.425 -0.426
H -0.41721 -27.70560 -11.35137 -0.248 -0.164 -0.318
H -2.54048 -27.00315 -12.68027 -0.184 -0.235 0.099
H -4.11159 -25.44725 -11.53790 0.071 -0.009 -0.175
H -3.53487 -24.52753 -9.31113 0.041 0.396 -0.306
N -8.06080 -23.88050 -8.06476 0.553 -0.736 -0.743
C -6.88129 -23.42622 -8.55183 -0.761 -0.272 1.134
C -6.79233 -22.33900 -9.37179 -0.248 -0.252 -1.031
C -7.98735 -21.75972 -9.81736 1.280 0.843 0.506
C -9.18786 -22.18130 -9.31062 -0.116 -0.485 -0.275
C -9.17915 -23.34246 -8.50903 0.088 0.988 -0.200
H -6.00501 -23.97215 -8.22620 0.068 0.077 0.140
H -5.83467 -22.02380 -9.77113 -0.009 0.076 0.052
H -7.85427 -20.91023 -10.48048 -0.541 0.054 -0.012
H -10.08484 -21.63428 -9.56935 -0.212 -0.365 -0.037
H -10.11040 -23.83891 -8.26526 -0.019 0.134 0.407
N -6.76991 -20.27327 -14.05195 0.859 -0.041 0.623
C -6.92854 -21.38881 -13.31483 -0.996 -0.278 -0.479
C -7.93999 -22.28603 -13.61345 -0.403 -0.172 0.553
C -8.84972 -22.06011 -14.64044 1.183 -0.480 0.312
C -8.60495 -20.96759 -15.44495 0.001 0.063 -0.433
C -7.54240 -20.12497 -15.13366 -0.427 0.416 0.417
H -6.31072 -21.62132 -12.45958 0.426 0.631 -0.122
H -8.06732 -23.13868 -12.95728 0.086 -0.062 -0.093
H -9.58954 -22.82665 -14.82215 -0.319 0.333 -0.187
H -9.21413 -20.79775 -16.32240 0.069 0.233 0.011
H -7.35394 -19.22129 -15.69806 -0.037 -0.075 -0.224
N 2.95031 -22.51026 -11.29591 -0.576 0.810 0.133
C 3.12856 -22.67989 -9.98458 0.600 -0.048 -0.051
C 2.12044 -22.92773 -9.07312 -0.702 0.144 0.148
C 0.80739 -22.93288 -9.52287 0.309 0.449 -0.344
C 0.59224 -22.62867 -10.86480 -0.278 0.106 0.524
C 1.67745 -22.39424 -11.69112 -0.042 -0.713 -0.083
H 4.14734 -22.55271 -9.63263 0.065 -0.345 -0.064
H 2.29787 -23.03655 -8.01171 0.324 -0.078 -0.065
H -0.00651 -23.04316 -8.82229 -0.049 -0.273 -0.065
H -0.41133 -22.51680 -11.25921 -0.020 -0.101 -0.030
H 1.45594 -22.15294 -12.72550 0.416 -0.038 -0.142
N -2.40023 -19.60229 -7.72601 0.350 0.692 -0.041
C -2.25643 -20.48890 -8.70463 -0.039 -0.581 0.558
C -2.36492 -21.85908 -8.49440 -0.015 0.045 0.018
C -2.71276 -22.31428 -7.22824 0.474 0.426 -0.360
C -2.82330 -21.37397 -6.20924 0.700 -0.514 0.467
C -2.58391 -20.03152 -6.47119 -0.872 -0.484 -1.007
H -1.99173 -20.14625 -9.69842 -0.081 0.297 0.011
H -2.09309 -22.52762 -9.29998 -0.320 -0.144 0.005
H -2.76822 -23.37499 -7.02400 -0.106 -0.031 0.033
H -2.89188 -21.75476 -5.19735 -0.376 0.289 0.074
H -2.65503 -19.27043 -5.70816 0.145 0.009 0.133
N -6.30052 -18.54616 -11.24950 0.482 0.244 0.089
C -5.55591 -18.85511 -10.17752 -0.530 -0.277 0.527
C -6.06629 -18.76357 -8.89330 -0.014 0.370 0.400
C -7.28272 -18.14181 -8.69788 -0.631 0.286 -0.327
C -8.08372 -17.82120 -9.80079 0.799 0.226 0.823
C -7.53876 -18.03699 -11.03585 0.467 -0.558 -1.381
H -4.52237 -19.16521 -10.25599 -0.147 -0.285 -0.667
H -5.48611 -19.10975 -8.04846 0.211 0.194 -0.064
H -7.62709 -17.79770 -7.73077 0.066 -0.542 0.209
H -9.02678 -17.32587 -9.62861 -0.110 -0.050 -0.346
H -8.03485 -17.81101 -11.97140 -0.393 0.103 0.190
```
Forces are in eV/Å.

expectation value of S²: 6.0117
spin multiplicity: 5
molecular weight: 874.050 g/mol
net charge: +1
frontier orbital gap (alpha / beta): 0.295 / 0.289 Ha
E_tot: -99109.9126 eV
ΔE to the lowest compared entry with this formula, charge and spin: 28.03 kcal/mol
E_LUMO (alpha / beta): -2.384 / -2.669 eV